{"formula": "C30H41N5O17S4", "method": "ωB97M-V with the def2-TZVPD basis set", "symbols": ["O", "S", "O", "O", "C", "C", "O", "H", "H", "H", "H", "O", "S", "O", "O", "C", "C", "O", "H", "H", "H", "H", "O", "S", "O", "O", "C", "C", "O", "H", "H", "H", "H", "O", "S", "O", "O", "C", "C", "O", "H", "H", "H", "H", "C", "C", "C", "N", "C", "C", "H", "H", "H", "H", "H", "C", "C", "C", "N", "C", "C", "H", "H", "H", "H", "H", "C", "C", "C", "N", "C", "C", "H", "H", "H", "H", "H", "C", "C", "C", "N", "C", "C", "H", "H", "H", "H", "H", "C", "C", "N", "O", "H", "H", "H", "H", "H"], "xyz": [[-1.399762, 2.846272, 2.339323], [-0.408782, 2.758152, 3.449733], [-0.207552, 1.497752, 4.183313], [1.080458, 3.253482, 2.946933], [1.847538, 3.849072, 3.876483], [0.862608, 4.936152, 4.236853], [-0.369572, 4.113272, 4.417663], [2.133098, 3.173282, 4.682633], [2.769908, 4.318662, 3.534693], [0.601718, 5.610822, 3.421463], [1.081548, 5.544232, 5.114583], [-0.037272, 3.288522, -6.879477], [-0.293642, 1.903202, -6.491967], [-1.683362, 1.462442, -6.286057], [0.513288, 0.867912, -7.549777], [1.742528, 0.293412, -7.051407], [1.537978, 0.376072, -5.535587], [0.766668, 1.480812, -5.288247], [1.812948, -0.749028, -7.361987], [2.619998, 0.890082, -7.300657], [2.534278, 0.563072, -5.134957], [1.273788, -0.593648, -5.113737], [0.146138, -3.926528, 2.047733], [0.645548, -5.054098, 1.261263], [1.317538, -6.103378, 2.025083], [-0.377902, -5.674438, 0.045233], [-0.295172, -4.925778, -1.207657], [0.790578, -3.862518, -0.891967], [1.631708, -4.421398, 0.068403], [0.214858, -5.542738, -1.947477], [-1.172892, -4.492488, -1.687207], [0.511428, -2.882208, -0.505757], [1.396088, -3.621478, -1.765677], [5.545808, -2.422968, 3.940953], [4.217818, -2.035638, 3.511823], [3.252448, -3.090348, 3.238233], [3.483238, -0.856288, 4.413493], [2.487188, -0.172138, 3.711013], [3.046138, -0.150528, 2.299673], [4.239668, -0.922388, 2.253823], [1.592868, -0.779838, 3.848873], [2.380678, 0.850502, 4.072893], [3.274678, 0.886142, 2.052283], [2.280728, -0.506348, 1.610003], [-4.690992, -1.081348, 0.148893], [-3.782092, -0.593688, -0.804377], [-3.126452, -1.523118, -1.547427], [-3.071982, -2.900098, -1.246387], [-3.880802, -3.322938, -0.219317], [-4.760102, -2.497388, 0.398243], [-5.264642, -0.411278, 0.772063], [-3.588312, 0.454642, -0.977167], [-2.545072, -1.204988, -2.400187], [-3.786312, -4.351568, 0.095943], [-5.382172, -2.902218, 1.182813], [-3.714892, 6.316412, -1.408567], [-3.420552, 5.387212, -2.400817], [-2.399882, 4.519512, -2.181037], [-1.545022, 4.632172, -1.128897], [-1.845302, 5.508092, -0.144167], [-2.955422, 6.342122, -0.259467], [-4.515112, 7.030642, -1.534817], [-3.957642, 5.359052, -3.337377], [-2.000432, 4.001902, -3.040647], [-1.209042, 5.609782, 0.722563], [-3.166642, 6.937662, 0.616393], [-2.702732, -2.618788, 3.582363], [-4.000392, -2.735478, 4.111243], [-4.706872, -1.588518, 4.235533], [-4.341472, -0.403688, 3.745053], [-3.153542, -0.297748, 3.141703], [-2.299852, -1.385728, 3.041913], [-2.050632, -3.471628, 3.699903], [-4.388582, -3.702808, 4.394043], [-5.723352, -1.675938, 4.589843], [-2.994822, 0.652192, 2.653013], [-1.383412, -1.302508, 2.476563], [3.938618, -1.866088, -0.878147], [4.318578, -1.066608, -1.980707], [5.672348, -1.164748, -2.308457], [6.447398, -2.236708, -1.898607], [5.900538, -3.181008, -1.052467], [4.671428, -2.972688, -0.452697], [3.003148, -1.711278, -0.361107], [3.735328, -0.252708, -2.385407], [6.146968, -0.655418, -3.134117], [6.542848, -3.946548, -0.642857], [4.275048, -3.561738, 0.361123], [-0.675242, 0.830322, -0.241157], [0.393218, 0.651992, -1.295097], [0.128568, 1.284212, -2.442567], [1.292118, -0.119468, -1.130397], [-1.393322, 1.593872, -0.540257], [-0.121792, 1.019592, 0.678603], [-1.265372, -0.076898, -0.111517], [-0.829782, 1.572292, -2.579187], [0.786308, 1.102592, -3.187217]], "forces_ev_per_a": [[3.0, 0.0, 3.4], [1.2, 0.9, -0.3], [-1.0, 2.9, -1.3], [-1.1, -3.8, -4.5], [0.6, 2.3, 1.9], [-1.0, -0.5, 0.8], [-1.4, -0.8, 0.4], [-0.3, 0.1, 0.4], [-0.1, -0.4, -0.9], [0.6, -0.1, -0.2], [-0.4, -0.5, 0.3], [-0.5, -2.7, 1.1], [0.6, -0.4, -1.4], [3.5, 0.7, -0.2], [-1.2, 0.8, 0.0], [-1.1, 0.5, 1.0], [2.6, -1.5, -0.7], [-2.4, 1.8, 0.3], [0.0, 0.3, -0.3], [-0.3, 0.0, -0.6], [0.0, 0.3, 0.4], [-1.1, 0.3, 0.2], [-0.1, -1.9, -1.8], [1.4, 0.6, -0.3], [-1.6, 1.6, -2.3], [-0.3, 0.6, 1.5], [2.4, 0.8, 0.4], [-0.3, 1.3, -0.9], [0.2, -1.5, 2.3], [-0.3, -0.7, 0.2], [-0.5, -0.2, 1.1], [-0.9, 0.0, 0.0], [0.1, -0.3, -0.1], [-2.2, 1.5, -0.5], [-1.4, 0.8, -0.9], [1.3, 1.7, 0.3], [2.3, -1.8, 2.2], [-0.1, -0.8, -0.2], [-0.8, 0.6, -0.9], [0.5, -1.7, 0.6], [-0.4, 0.5, -0.4], [0.0, -0.4, 0.4], [0.4, -0.2, -0.3], [0.3, -0.2, -0.3], [0.5, -1.5, 0.3], [-1.4, -0.3, 1.0], [1.0, -3.6, 0.2], [-1.1, 2.2, 0.4], [1.7, 0.5, -2.2], [-0.4, 2.7, 0.6], [-0.1, 0.0, 0.0], [-0.4, 0.1, 0.0], [0.3, -0.2, -0.1], [0.1, -0.2, -0.2], [-0.2, 0.2, 0.0], [-0.3, 0.1, 0.0], [-1.0, 0.7, 0.3], [2.5, 1.0, 0.5], [-0.4, -0.1, 0.6], [-0.7, -0.7, -1.8], [0.4, -0.4, 0.7], [-0.1, 0.0, 0.0], [-0.1, 0.0, 0.0], [-0.1, -0.9, 0.1], [0.3, -0.4, -0.1], [-0.3, 0.5, -0.3], [-0.4, 0.5, 0.3], [2.1, -0.5, -0.4], [-1.5, 0.7, -0.7], [0.1, 0.3, 0.2], [-1.1, -0.8, 0.1], [0.0, -0.8, 0.1], [0.3, 0.0, -0.7], [0.0, 0.1, 0.3], [-0.2, 0.4, 0.4], [0.5, 0.1, 0.1], [0.3, 0.0, 0.2], [-0.8, -0.3, -0.7], [1.4, 0.0, 1.7], [0.3, -3.5, -0.3], [-1.3, -0.3, 0.6], [0.8, 2.5, -0.3], [-0.1, 1.1, -0.6], [-0.2, 0.3, -0.3], [-0.3, -0.1, 0.2], [0.0, 0.7, 0.2], [0.3, -0.3, -0.6], [0.1, -0.2, 0.0], [0.1, 0.0, -0.1], [-2.7, -0.3, 0.6], [0.4, 0.2, -0.4], [2.2, -0.9, 0.2], [0.2, 0.4, 0.6], [-0.5, 0.3, 0.1], [0.4, -0.3, 0.0], [0.5, 0.3, -0.5], [-0.6, 0.3, -0.1]], "charge": 0, "smiles": "O=S1(=O)OCCO1.O=S1(=O)OCCO1.O=S1(=O)OCCO1.O=S1(=O)OCCO1.c1ccncc1.c1ccncc1.c1ccncc1.c1ccncc1.CC(N)=O", "molar_mass_g_mol": 871.944, "homo_energy_ev": -9.341, "total_energy_ev": -117365.1722, "lumo_energy_ev": 0.1}


{"formula": "C30H42F6FeO27S2", "method": "ωB97M-V with the def2-TZVPD basis set", "symbols": ["Fe", "C", "F", "F", "F", "S", "O", "O", "O", "C", "F", "F", "F", "S", "O", "O", "O", "C", "C", "C", "O", "C", "O", "O", "H", "H", "H", "H", "H", "H", "C", "C", "C", "O", "C", "O", "O", "H", "H", "H", "H", "H", "H", "C", "C", "C", "O", "C", "O", "O", "H", "H", "H", "H", "H", "H", "C", "C", "C", "O", "C", "O", "O", "H", "H", "H", "H", "H", "H", "C", "C", "C", "O", "C", "O", "O", "H", "H", "H", "H", "H", "H", "C", "C", "C", "O", "C", "O", "O", "H", "H", "H", "H", "H", "H", "C", "C", "C", "O", "C", "O", "O", "H", "H", "H", "H", "H", "H"], "xyz": [[-2.209065, 6.999469, 18.657224], [-5.196518, 4.584496, 20.339583], [-5.155906, 4.616170, 21.655461], [-4.159744, 3.879595, 19.978433], [-6.301494, 3.893068, 20.017823], [-5.181624, 6.289536, 19.549482], [-5.304109, 6.121316, 18.124455], [-6.234030, 6.863240, 20.322213], [-3.816746, 6.728362, 19.939175], [0.813858, 5.613876, 17.039399], [-0.202934, 4.942743, 16.471855], [1.010460, 5.100974, 18.253357], [1.915483, 5.375915, 16.318592], [0.505531, 7.476976, 17.164314], [-0.125022, 7.753344, 15.904706], [-0.392799, 7.547085, 18.340783], [1.776332, 8.034819, 17.492106], [0.433603, 11.610057, 25.172193], [1.336869, 12.448974, 24.360712], [2.441156, 11.557713, 23.652386], [1.689862, 11.036817, 22.539913], [0.842071, 12.040999, 22.168980], [0.417467, 12.193160, 21.088003], [0.691690, 12.942872, 23.167610], [-0.025186, 10.815466, 24.513208], [-0.334456, 12.284254, 25.583258], [0.963247, 11.139242, 25.967757], [1.781099, 13.261924, 24.907654], [2.773305, 10.790672, 24.360448], [3.320509, 12.081378, 23.209780], [-4.361210, 13.805233, 20.816581], [-3.403307, 12.751609, 21.168990], [-2.898399, 12.701548, 22.574213], [-2.666715, 11.296984, 22.808649], [-3.382303, 10.607371, 21.911394], [-3.507980, 9.378890, 21.967734], [-3.950473, 11.384073, 20.933321], [-4.374715, 13.906663, 19.736866], [-4.188755, 14.726611, 21.353848], [-5.357026, 13.431887, 21.105083], [-2.580629, 12.701437, 20.495881], [-3.699549, 13.061279, 23.274956], [-1.993890, 13.314357, 22.695364], [-0.182055, 0.837866, 18.824304], [-1.110414, 1.739793, 19.632495], [-0.384823, 2.591155, 20.633023], [-1.134752, 3.823330, 20.550270], [-1.620289, 3.902884, 19.293926], [-1.928285, 4.925144, 18.709318], [-1.609423, 2.780400, 18.696273], [0.704902, 1.310984, 18.378738], [-0.842859, 0.420302, 18.025082], [0.124279, 0.024646, 19.442129], [-1.956291, 1.191677, 20.049723], [0.629736, 2.763488, 20.233647], [-0.271767, 2.201252, 21.655214], [-7.138042, 9.855858, 19.102746], [-5.975358, 9.797496, 18.176633], [-5.212415, 11.117084, 17.878052], [-3.786539, 10.687689, 17.946872], [-3.784052, 9.501343, 18.561622], [-2.726887, 8.942174, 18.865326], [-4.927545, 8.930868, 18.613603], [-7.508469, 8.966212, 19.541498], [-7.905291, 10.346541, 18.472385], [-6.987551, 10.562210, 19.931146], [-6.340858, 9.279266, 17.267414], [-5.368552, 11.876023, 18.584339], [-5.470506, 11.560136, 16.904689], [5.276337, 7.688579, 21.599150], [3.708183, 7.464026, 21.666017], [3.146029, 6.700725, 20.500537], [2.129358, 5.821655, 21.094035], [2.271942, 5.818483, 22.436570], [1.614914, 5.143403, 23.170232], [3.313675, 6.613340, 22.792327], [5.440148, 7.933099, 20.582949], [5.696971, 6.672873, 21.622806], [5.525938, 8.499808, 22.342951], [3.132141, 8.421470, 21.828820], [3.825996, 6.062852, 19.984793], [2.746641, 7.397823, 19.729412], [-1.304622, 7.802683, 25.064686], [-1.222465, 6.755105, 24.020980], [-2.572636, 6.098564, 23.593474], [-2.713234, 6.387528, 22.223963], [-1.616852, 7.025796, 21.802348], [-1.430955, 7.263955, 20.654798], [-0.836609, 7.399437, 22.732480], [-1.972416, 8.621652, 24.741919], [-0.331123, 8.223585, 25.229312], [-1.643228, 7.283321, 26.013779], [-0.316945, 6.118219, 24.134602], [-3.328958, 6.641195, 24.135628], [-2.723303, 5.063321, 23.758498], [-1.702823, 8.991879, 13.142726], [-2.665776, 7.915639, 13.581871], [-2.193741, 6.372832, 13.538350], [-2.394190, 5.987545, 14.891064], [-2.612341, 7.000110, 15.653380], [-2.811976, 6.968659, 16.891780], [-2.773718, 8.091077, 15.007750], [-1.765043, 9.115448, 12.034531], [-0.697159, 8.764115, 13.368208], [-2.007388, 9.978929, 13.576287], [-3.659318, 8.046082, 13.156449], [-1.147195, 6.252463, 13.308014], [-2.686641, 5.733437, 12.887385]], "forces_ev_per_a": [[-0.6, -0.2, 3.1], [-1.2, 0.3, -0.3], [-0.1, 0.7, 1.0], [1.5, -1.1, -1.0], [0.0, 0.3, -0.4], [-0.4, -1.9, 0.7], [-0.2, 0.0, 0.3], [-0.2, 0.9, -0.3], [0.3, 0.1, -0.9], [0.3, 0.1, -0.2], [0.2, 0.5, 0.1], [0.0, -0.1, 0.3], [-0.3, 0.2, 0.0], [1.2, -1.4, -0.4], [-0.1, 0.4, 0.0], [-0.4, -0.1, -0.1], [-0.1, 0.1, -0.3], [-1.7, -0.2, -0.8], [2.3, -0.9, -2.0], [-0.3, 0.6, 0.7], [-0.1, 0.3, 0.4], [1.4, 0.2, 0.9], [-1.2, -0.2, -1.3], [-0.5, 0.0, 0.5], [0.3, 0.8, 0.8], [0.0, -0.6, 0.0], [0.4, -0.3, 0.7], [0.0, 0.5, 0.0], [-0.1, -0.2, -0.6], [-0.7, 0.0, 0.7], [-1.6, -0.5, -0.2], [0.8, -1.5, -0.7], [-0.9, 0.5, 1.0], [-0.1, 0.8, -0.3], [-0.7, -3.7, -0.4], [0.3, 3.3, -0.3], [0.5, 0.2, 1.9], [0.0, 0.6, -0.1], [0.2, 0.3, -0.2], [0.1, 0.3, 0.0], [1.0, 0.6, -0.5], [0.7, -0.4, -0.3], [-0.2, -0.5, 0.1], [-1.6, 0.0, -0.9], [0.9, -0.3, -0.9], [0.6, 0.2, -0.2], [-0.2, 0.8, -0.2], [1.1, 1.3, 1.2], [-0.3, 0.9, 0.3], [-0.2, -2.3, -0.3], [-0.5, 0.2, 0.3], [0.9, 0.1, 0.4], [0.3, -0.7, 0.5], [-0.1, 0.2, -0.2], [-0.3, 0.3, 0.3], [-0.6, 0.4, -0.4], [-0.5, 2.7, 0.1], [-0.3, -0.6, -1.3], [0.4, -1.4, -1.1], [-1.4, 0.2, 0.5], [1.7, 0.0, -1.2], [-0.3, 0.8, -0.3], [-0.4, -0.3, 1.2], [-0.1, -1.2, -0.1], [-0.1, -0.4, 0.4], [0.3, -0.2, -0.1], [0.3, 0.6, 0.1], [-0.1, 0.8, 1.4], [0.6, -0.5, 0.1], [-2.8, -0.5, 1.0], [0.4, 0.6, 0.9], [-1.2, 0.4, -0.5], [0.2, 0.9, -0.4], [0.9, 0.2, -0.7], [0.0, 0.2, 0.1], [-0.2, 0.0, 0.1], [0.4, 1.1, -1.0], [0.4, 0.5, 1.0], [0.4, -1.4, -0.9], [0.8, -0.8, -0.3], [0.9, -0.6, -0.1], [-0.3, -0.7, 0.6], [-0.9, -0.2, 1.0], [1.2, -0.7, -1.8], [0.4, 1.5, 1.1], [0.7, -0.4, -0.2], [-2.5, -0.7, 0.5], [0.9, 0.5, -3.0], [1.2, 0.4, 1.8], [0.0, -0.5, 0.4], [0.5, 0.2, 0.2], [0.2, 0.9, -0.9], [-1.1, -0.2, 0.5], [-0.6, 0.1, 0.1], [0.3, -1.1, 0.2], [-1.4, 0.9, -1.7], [0.9, -1.1, 0.0], [0.9, 2.9, 0.6], [0.2, -1.7, 0.8], [-0.8, 0.3, 1.2], [0.3, -0.6, -2.1], [-0.7, 1.3, 0.2], [0.0, -0.1, 0.7], [1.1, -0.2, 0.6], [0.3, -1.0, -0.2], [0.0, 0.0, 0.1], [0.5, 0.3, 0.1], [-1.5, -1.0, -0.9]], "charge": 1, "spin_multiplicity": 6, "molar_mass_g_mol": 1068.606, "homo_energy_ev": [-12.283, -12.266], "total_energy_ev": -159432.9294, "e_above_lowest_ev": 0.000, "lumo_energy_ev": [-1.4, -4.3], "s_squared": 8.755}


What is the formula in the second record?
C30H42F6FeO27S2